No. 1
The following is a DFT calculation (ωB97M-V/def2-TZVPD) of C7H24AgN12O9 as an isolated structure in a non-equilibrium geometry.

Calculated values
E_tot: -1762.4010 a.u.
HOMO (spin up / spin down): -7.062 / -6.830 eV
Molecular weight: 528.212 g mol⁻¹
Lowest unoccupied orbital energy (spin up / spin down): 0.08 / 0.08 eV

ORCA input file:
```
! RIJCOSX wB97M-V def2-TZVPD def2/J DEFGRID3
* xyz 0 2
Ag 0.44893 0.24725 -0.22711
C 2.86902 1.41530 0.23401
O 2.20939 1.63519 -0.78375
O 3.82283 2.06832 0.58735
O 2.36361 0.57169 0.93408
C -2.61870 -1.36455 -0.14093
O -1.65522 -0.63862 -0.29137
N -3.62861 -1.39375 -1.01402
N -2.77624 -2.13093 0.90290
H -4.45044 -1.95408 -0.83872
H -3.54700 -0.83815 -1.85351
H -1.95562 -2.14144 1.49161
H -3.64129 -2.64736 0.97415
C 1.09428 -2.87872 0.87869
O 0.64482 -1.77070 0.70800
N 0.81284 -3.59511 1.85550
N 1.99210 -3.47066 0.15326
H 1.46800 -4.34931 2.00396
H -0.00793 -3.41419 2.41559
H 2.09921 -3.12670 -0.79031
H 2.03309 -4.45755 0.36418
C -0.71338 2.26528 -2.75061
O -0.62435 1.39604 -1.88474
N -1.74429 2.37495 -3.51206
N 0.24234 3.04595 -3.09693
H -2.37814 1.60292 -3.36274
H -1.92765 3.02857 -4.25989
H 0.15780 3.51471 -3.98756
H 1.17556 3.02933 -2.71103
C 1.56557 -1.48799 -3.02915
O 1.14308 -1.01821 -1.99683
N 0.84780 -2.05340 -3.93391
N 2.83613 -1.43138 -3.34825
H 1.28833 -2.44910 -4.75211
H -0.15368 -2.04181 -3.80351
H 3.49800 -0.91359 -2.78797
H 3.12022 -1.86298 -4.21607
C 0.90410 1.22217 4.07630
O 0.27061 1.30469 5.12748
N 1.86508 2.02267 3.75905
N 0.78494 0.23681 3.25350
H 2.22316 2.77984 4.32345
H 2.36665 1.80773 2.90916
H 0.09587 -0.44323 3.54129
H 1.36723 0.20975 2.42869
C -1.53267 2.09369 1.82900
O -0.58099 1.66487 1.15846
N -2.71727 1.53701 1.73626
N -1.54799 3.11739 2.62519
H -2.92374 0.83331 1.04180
H -3.44485 1.80656 2.38285
H -2.41899 3.55969 2.88177
H -0.62155 3.48180 2.79555
*
```

Results of the Mulliken charge analysis, in e, for atoms 1 through 8:
1 Ag 1.8057
2 C 0.6714
3 O -0.5899
4 O -0.7258
5 O -0.7879
6 C 0.5579
7 O -0.3140
8 N -0.4792

No. 2
The following is a DFT calculation (ωB97M-V/def2-TZVPD) of a 5-piece molecular cluster, C7H24N8O5 overall in a non-equilibrium geometry.

Calculated values
Structure (SMILES): NC(N)=O.NC(N)=O.NC(N)=O.NC(N)=O.CC(C)O
E_tot: -1095.3920 a.u.
HOMO: -9.332 eV
Molecular weight: 300.320 g mol⁻¹
Lowest unoccupied orbital energy: 0.10 eV

ORCA input file:
```
! RIJCOSX wB97M-V def2-TZVPD def2/J DEFGRID3
* xyz 0 1
C -4.71097 1.82509 2.79708
O -4.40509 0.90056 3.51919
N -5.88845 2.45418 2.69547
N -3.98856 2.27448 1.81157
H -6.54878 2.16045 3.40102
H -6.01690 3.16876 1.99335
H -4.29105 3.00991 1.18888
H -3.06343 1.89468 1.67018
C 1.31053 2.08478 1.86981
O 0.68185 1.13766 1.54618
N 2.18719 2.03657 2.80525
N 1.29233 3.26494 1.26182
H 2.57809 1.12769 3.00829
H 2.41628 2.91833 3.24128
H 0.92498 3.15618 0.32730
H 1.67171 4.07681 1.72767
C 1.62767 -1.42887 -4.21600
O 2.33403 -2.33878 -3.87942
N 0.64624 -1.04181 -3.47126
N 1.70480 -0.84588 -5.38384
H 0.35208 -0.12299 -3.77016
H 0.46543 -1.37798 -2.53617
H 1.32900 0.08747 -5.29605
H 2.37153 -1.27200 -6.01155
C -2.46491 3.06038 -3.88058
O -1.27424 2.98727 -3.96936
N -3.23740 2.00669 -4.00398
N -3.11573 4.12706 -3.68167
H -4.23347 2.14514 -4.09765
H -2.76445 1.13520 -4.19615
H -2.58112 4.97519 -3.55921
H -4.12403 4.15625 -3.73234
C 1.87390 -4.34677 2.71261
C 3.29989 -4.58202 2.12355
C 4.38203 -4.06659 3.08722
O 3.61179 -5.97654 1.94661
H 1.26621 -3.70716 2.07250
H 1.84735 -3.84000 3.67729
H 1.30779 -5.23502 2.99302
H 3.41634 -4.15425 1.12779
H 5.37447 -4.04313 2.63711
H 4.28587 -4.67490 3.98657
H 4.22808 -3.03792 3.41318
H 3.92112 -6.07911 1.04362
*
```

Results of the Mulliken charge analysis, in e, for atoms 1 through 8:
1 C 0.6704
2 O -0.6312
3 N -0.3944
4 N -0.3495
5 H 0.2180
6 H 0.1631
7 H 0.1306
8 H 0.1901

No. 3
The following is a DFT calculation (ωB97M-V/def2-TZVPD) of a 6-piece molecular cluster, C7H24O6 overall in a non-equilibrium geometry.

Calculated values
Structure (SMILES): C/C=C(\C)CCCO.O.O.O.O.O
E_tot: -732.4576 a.u.
HOMO: -8.683 eV
Molecular weight: 204.263 g mol⁻¹
Lowest unoccupied orbital energy: 0.18 eV

ORCA input file:
```
! RIJCOSX wB97M-V def2-TZVPD def2/J DEFGRID3
* xyz 0 1
C 1.13132 -0.70317 -2.86522
O -0.01196 -0.55046 -3.69944
C 1.64864 0.46930 -2.03618
C 0.72882 0.89881 -0.84981
C 1.51812 0.98097 0.40710
C 1.26327 0.12870 1.41711
C 1.93019 0.21341 2.76267
C 2.43568 2.17350 0.48199
H 1.91885 -0.91382 -3.58138
H 0.90053 -1.51210 -2.19645
H -0.14448 0.32690 -4.05740
H 1.89911 1.31781 -2.71103
H 2.62872 0.16175 -1.64406
H 0.02196 1.57862 -1.29947
H -0.00396 0.03330 -0.72804
H 0.59791 -0.71901 1.30684
H 1.33697 0.44548 3.64466
H 2.39650 -0.77820 2.84975
H 2.51717 1.12466 2.79146
H 3.25102 2.15979 -0.27303
H 1.81605 3.01934 0.19219
H 3.01571 2.24923 1.39065
H -0.58161 -2.62256 -1.53432
H -0.15361 -4.00319 -0.77922
O 0.11293 -3.12967 -1.08041
H -2.46712 -3.14343 0.53534
H -0.82485 -2.89544 0.59567
O -1.67809 -2.94849 1.04702
H -2.01807 2.80952 1.26963
H -1.45820 2.71325 -0.17926
O -1.79119 3.31540 0.48554
H -2.56652 -1.60350 2.67370
H -1.76143 -0.49753 1.89320
O -2.20662 -0.71065 2.72724
H -3.57914 1.11927 0.36355
H -3.25601 0.64126 1.65680
O -2.78192 0.82389 0.82549
*
```

Results of the Mulliken charge analysis, in e, for atoms 1 through 8:
1 C -0.7350
2 O -0.5281
3 C -0.5549
4 C -0.2618
5 C 0.6199
6 C -0.1370
7 C -1.2682
8 C -1.5778

No. 4
The following is a DFT calculation (ωB97M-V/def2-TZVPD) of a 7-piece molecular cluster, C7H25NO6 overall in a non-equilibrium geometry.

Calculated values
Structure (SMILES): C=C/C(CC)=C(\C)N.O.O.O.O.O.O
E_tot: -787.7271 a.u.
HOMO: -7.204 eV
Molecular weight: 219.278 g mol⁻¹
Lowest unoccupied orbital energy: 0.30 eV

ORCA input file:
```
! RIJCOSX wB97M-V def2-TZVPD def2/J DEFGRID3
* xyz 0 1
C -2.74025 1.08142 0.43028
C -1.40309 1.49143 -0.04561
N -0.55443 -0.87807 1.33023
C -0.02072 -0.62318 0.06206
C -0.36633 0.59093 -0.59510
C 0.20981 1.10362 -1.90074
C -0.05947 1.15854 -3.21562
C 0.83305 -1.70550 -0.53898
H -3.17542 0.09866 0.06749
H -2.88511 1.21771 1.41793
H -3.53053 1.65745 0.01281
H -1.58867 2.18441 -0.86091
H -0.93996 2.21774 0.57706
H -0.61673 -1.81386 1.34059
H -1.20166 -0.15391 1.61866
H 1.22957 1.26092 -1.66703
H 0.60932 1.59586 -4.00255
H -0.95333 0.98731 -3.74781
H 0.47789 -2.76510 -0.47774
H 1.73993 -1.61083 0.09996
H 1.05014 -1.45367 -1.58599
H 3.67159 0.55405 -1.39289
H 3.44259 -0.85261 -0.61705
O 3.84832 -0.34502 -1.30122
H -2.23034 -3.47659 0.74065
H -1.15385 -4.27573 -0.28686
O -1.17621 -3.62241 0.49720
H -1.29855 2.47657 3.38179
H -0.35156 1.74749 4.13601
O -0.87680 1.60090 3.34853
H -2.18496 -0.89570 -1.51856
H -2.26604 0.20924 -2.57078
O -2.79567 -0.37234 -2.03611
H 2.78724 2.13046 1.23432
H 1.36457 1.72069 1.47962
O 2.28553 1.78717 1.81879
H 3.76982 -0.63614 1.94768
H 3.45454 -2.12515 1.53628
O 3.59578 -1.26676 1.28362
*
```

Results of the Mulliken charge analysis, in e, for atoms 1 through 8:
1 C -1.5392
2 C -0.9749
3 N -0.3314
4 C 1.2002
5 C 0.5532
6 C -0.4257
7 C -1.0063
8 C -0.8756

No. 5
The following is a DFT calculation (ωB97M-V/def2-TZVPD) of a 6-piece molecular cluster, C7H26O6 overall in a non-equilibrium geometry.

Calculated values
Structure (SMILES): CCO.CO.CO.CO.CO.CO
E_tot: -733.5650 a.u.
HOMO: -9.116 eV
Molecular weight: 206.279 g mol⁻¹
Lowest unoccupied orbital energy: 0.37 eV

ORCA input file:
```
! RIJCOSX wB97M-V def2-TZVPD def2/J DEFGRID3
* xyz 0 1
C 0.12549 0.78628 3.59141
C 1.33049 1.68928 3.86641
O 2.42649 1.34628 3.14341
H -0.75251 0.98128 4.19441
H 0.32649 -0.25772 3.60741
H -0.18951 1.06728 2.58941
H 1.62649 1.58428 4.91141
H 1.03149 2.72428 3.75441
H 3.19249 1.83828 3.41741
C 0.44249 -1.68772 0.22641
O -0.63351 -0.90772 -0.35659
H 0.13049 -2.72172 0.49341
H 0.67649 -1.21372 1.15341
H 1.22849 -1.73772 -0.51059
H -0.23351 -0.18872 -0.82759
C 0.28549 1.82328 -1.05359
O 0.37149 1.06028 -2.19159
H 0.58249 2.79528 -1.42859
H 0.93049 1.52528 -0.25659
H -0.77551 1.88028 -0.70759
H 1.27249 1.02728 -2.41959
C 3.85649 0.47128 -0.43559
O 3.40249 1.45528 -1.34259
H 3.11749 0.02528 0.19341
H 4.47349 1.07528 0.22941
H 4.47449 -0.29472 -0.87759
H 3.87449 2.33128 -1.19859
C -2.60451 0.59628 -3.25859
O -3.71251 0.15128 -2.72459
H -2.68351 0.04228 -4.18059
H -1.76751 0.12028 -2.80059
H -2.51751 1.64028 -3.38959
H -4.38551 0.84928 -2.68759
C -3.15351 -3.97872 -0.51759
O -3.65451 -2.73172 -0.08259
H -2.75551 -4.52572 0.31541
H -2.44051 -3.85272 -1.33159
H -4.01151 -4.59672 -0.85359
H -2.90751 -2.19172 -0.25359
*
```

Results of the Mulliken charge analysis, in e, for atoms 1 through 8:
1 C -0.9182
2 C -0.3059
3 O -0.4723
4 H 0.3863
5 H 0.2859
6 H 0.1139
7 H 0.3444
8 H 0.2900

ΔE to the lowest compared entry with this formula, charge and spin? In order: 0.000; 4.074; 2.489; 4.593; 3.334 eV.